No. 1
Here is 2 unconnected molecules or ions with the total composition C3H8NOS from the Open Molecules 2025 dataset. Energies are from ωB97M-V/def2-TZVPD.

Geometry (Å):
C  2.1874  0.8494  -2.1421
S  0.7795  -0.2485  -2.5369
H  2.7611  1.0838  -3.0423
H  1.8311  1.7614  -1.6600
H  2.9007  0.3619  -1.4666
C  -1.7700  0.2830  2.2010
N  -0.8734  -0.5847  1.6831
C  -0.8734  -0.9429  0.2652
O  -2.7230  0.7718  1.6284
H  -1.5960  0.4669  3.2807
H  -0.0021  -0.6765  2.1732
H  -1.7050  -0.4900  -0.2613
H  -0.9621  -2.0225  0.1254
H  0.0452  -0.6131  -0.2478

max |F|	0.64	eV Å⁻¹
net charge	-1
energy	-647.31187	a.u.


No. 2
Here is a gas-phase ion, C3H8NOS (charge -1) from the Open Molecules 2025 dataset. Energies are from ωB97M-V/def2-TZVPD.

Geometry (Å):
N  0.1927  -1.0722  0.9216
C  0.2203  -0.2117  -0.2704
C  1.3502  0.8364  -0.0723
O  2.5258  0.3008  0.2323
C  -1.1001  0.4914  -0.4696
S  -2.5974  -0.6326  -0.5154
H  0.9629  -0.7496  1.5002
H  0.4039  -2.0240  0.6584
H  0.4721  -0.7998  -1.1509
H  0.9138  1.5247  0.7081
H  1.3103  1.4519  -1.0115
H  -1.1812  1.0564  -1.3908
H  -1.3425  1.1728  0.3338
H  -2.1308  -1.3445  0.5262

max |F|	1.41	eV Å⁻¹
net charge	-1
energy	-647.28077	a.u.


No. 3
Here is a molecular structure, C3H8NOS from the Open Molecules 2025 dataset. Energies are from ωB97M-V/def2-TZVPD.

Geometry (Å):
C  -0.4775  0.7670  0.8599
C  0.3775  1.4662  -0.2214
C  0.4785  -0.7545  -0.6406
N  -0.0184  -0.6506  0.8014
O  1.0929  0.4134  -0.8641
S  -0.9666  -1.1064  -1.7156
H  -0.3279  1.1922  1.8505
H  -1.5347  0.8125  0.5980
H  -0.2440  1.9976  -0.9470
H  1.1248  2.1499  0.1846
H  1.4935  -1.7355  -0.7971
H  0.7453  -0.8124  1.4690
H  -0.7816  -1.3089  0.9901
H  -0.9618  -2.4304  -1.5676

max |F|	5.38	eV Å⁻¹
net charge	+1
energy	-646.97430	a.u.


No. 4
Here is a molecular structure, C3H8NP from the Open Molecules 2025 dataset. Energies are from ωB97M-V/def2-TZVPD.

Geometry (Å):
C  0.7189  -0.4166  -1.2367
C  0.5530  1.0090  -0.5809
C  0.9219  -0.1838  0.1853
N  -0.3536  -0.7569  1.5370
P  -2.0154  -0.3170  1.2296
H  -0.1333  -0.9347  -1.8408
H  1.5425  -0.6000  -1.8850
H  1.4115  1.6325  -0.9008
H  -0.4950  1.3514  -0.4992
H  1.8001  -0.1782  0.8978
H  -0.1353  -1.7352  1.6547
H  -1.8499  0.9923  1.6328
H  -1.9654  0.1372  -0.1939

max |F|	5.24	eV Å⁻¹
net charge	0
energy	-515.06936	a.u.


No. 5
Here is 2 unconnected molecules or ions with the total composition C3H8NS from the Open Molecules 2025 dataset. Energies are from ωB97M-V/def2-TZVPD.

Geometry (Å):
C  1.7942  -0.5195  2.9599
S  0.9359  -1.2127  1.4427
H  2.4557  -1.3528  3.3270
H  1.1742  -0.1353  3.7407
H  2.3372  0.4047  2.6602
C  -1.3379  0.3002  -2.7590
C  -0.6448  0.5269  -0.5166
N  -1.6736  0.6769  -1.3233
H  -0.8878  -0.6646  -2.9958
H  -2.3479  0.4792  -3.2669
H  -0.7781  1.1138  -3.1780
H  -0.7821  0.9340  0.5027
H  -0.2452  -0.5507  -0.5937

max |F|	3.76	eV Å⁻¹
⟨S²⟩	0.752
net charge	-2
energy	-571.82087	a.u.
spin multiplicity	2


No. 6
Here is 2 unconnected molecules or ions with the total composition C3H8NS from the Open Molecules 2025 dataset. Energies are from ωB97M-V/def2-TZVPD.

Geometry (Å):
C  -1.5390  -0.0880  -0.0581
C  0.6271  1.2579  -0.4263
C  -0.1353  -0.0287  -0.4791
N  0.8128  -1.2970  0.7187
S  -2.5661  1.1302  0.4566
H  -2.1336  -1.0135  0.0143
H  0.2457  1.9769  -1.2546
H  1.7095  1.1519  -0.6637
H  0.4263  1.6821  0.5397
H  -0.0711  -0.6938  -1.3201
H  0.7218  -2.0236  0.0167
H  0.2003  -1.2717  1.5347
H  1.7017  -0.7827  0.9213

max |F|	4.04	eV Å⁻¹
net charge	+1
energy	-571.70226	a.u.


No. 7
Here is a gas-phase ion, C3H8NSi (charge +1) from the Open Molecules 2025 dataset. Energies are from ωB97M-V/def2-TZVPD.

Geometry (Å):
C  -2.9348  0.4551  -0.1598
C  -1.5238  0.4127  0.0283
N  -0.3247  0.5955  0.0919
Si  1.4575  0.8475  0.0883
C  2.1811  -0.8350  -0.0870
H  -3.4835  1.4205  -0.0037
H  -3.1594  -0.0848  -1.1189
H  -3.2188  -0.0231  0.8409
H  1.7052  1.8224  -0.9492
H  1.7914  1.7038  1.2418
H  1.7206  -1.7454  0.0028
H  2.5669  -0.9753  -1.0660
H  2.8693  -0.8828  0.7056

max |F|	8.30	eV Å⁻¹
net charge	+1
energy	-463.05756	a.u.


No. 8
Here is a molecular structure, C3H8O from the Open Molecules 2025 dataset. Energies are from ωB97M-V/def2-TZVPD.

Geometry (Å):
C  1.3545  0.3023  0.3323
C  0.2900  -0.1206  -0.6380
C  -1.3514  0.0660  0.2865
O  0.3290  -1.4410  -1.0367
H  2.3208  0.2556  -0.1853
H  1.1881  1.3281  0.6769
H  1.3985  -0.3818  1.1863
H  0.1083  0.6043  -1.4448
H  -1.3898  1.1525  0.3262
H  -2.2826  -0.2824  -0.2104
H  -1.2901  -0.3537  1.3014
H  -0.6755  -1.1293  -0.5943

max |F|	3.97	eV Å⁻¹
net charge	0
energy	-194.22340	a.u.


No. 9
Here is a single C3H8O molecule from the Open Molecules 2025 dataset. Energies are from ωB97M-V/def2-TZVPD.

Geometry (Å):
C  1.1513  0.6458  1.2114
C  0.1584  0.5607  0.0713
O  -0.0530  -0.8100  -0.1808
C  -1.0950  -1.0605  -1.0870
H  2.0116  0.0063  0.9875
H  1.4911  1.6740  1.3659
H  0.6883  0.2899  2.1365
H  0.5502  1.0565  -0.8360
H  -0.7847  1.0685  0.3419
H  -1.0582  -0.3801  -1.9549
H  -0.9734  -2.0880  -1.4455
H  -2.0866  -0.9631  -0.6104

max |F|	0.38	eV Å⁻¹
net charge	0
energy	-194.31540	a.u.


No. 10
Here is a single C3H8O molecule from the Open Molecules 2025 dataset. Energies are from ωB97M-V/def2-TZVPD.

Geometry (Å):
C  -1.5620  0.1457  0.1488
C  -0.3630  -0.1071  -0.7570
O  0.7532  0.6821  -0.3967
C  1.6741  0.0320  0.4390
H  -2.4641  -0.3127  -0.2726
H  -1.4123  -0.2615  1.1546
H  -1.7334  1.2230  0.2371
H  -0.6140  0.1662  -1.7882
H  -0.0948  -1.1753  -0.7580
H  1.2183  -0.3370  1.3707
H  2.1523  -0.8184  -0.0729
H  2.4457  0.7629  0.6951

max |F|	0.32	eV Å⁻¹
net charge	0
energy	-194.31353	a.u.


No. 11
Here is 2 unconnected molecules or ions with the total composition C3H8O from the Open Molecules 2025 dataset. Energies are from ωB97M-V/def2-TZVPD.

Geometry (Å):
C  2.5328  -0.3964  1.4036
C  1.5180  0.2886  0.7856
H  2.3266  -0.9569  2.3144
H  3.5212  -0.5678  0.9742
H  0.5708  0.4976  1.2525
H  1.7121  0.9921  -0.0173
C  -1.9039  -0.0142  -0.7813
O  -2.8381  0.3712  -1.7980
H  -1.5113  0.9087  -0.3862
H  -2.4773  -0.5306  0.0011
H  -1.0250  -0.5593  -1.1140
H  -2.4260  -0.0329  -2.6346

max |F|	3.37	eV Å⁻¹
net charge	0
energy	-194.26865	a.u.


No. 12
Here is 2 unconnected molecules or ions with the total composition C3H8O from the Open Molecules 2025 dataset. Energies are from ωB97M-V/def2-TZVPD.

Geometry (Å):
C  -1.1119  -0.5423  0.5688
C  -0.0317  0.4751  0.2790
C  1.3559  -0.0697  0.0352
O  -0.2368  1.6680  0.3749
H  -2.1039  -0.1521  0.3310
H  -0.9627  -1.5175  0.0926
H  -1.0468  -0.6791  1.6528
H  1.3809  -1.0706  -0.4083
H  1.9569  0.6253  -0.5550
H  1.7852  -0.1273  1.0399
H  -0.4622  0.3558  -1.8541
H  -0.5229  1.0343  -1.5568

max |F|	0.93	eV Å⁻¹
net charge	0
energy	-194.28599	a.u.


No. 13
Here is 2 unconnected molecules or ions with the total composition C3H8O from the Open Molecules 2025 dataset. Energies are from ωB97M-V/def2-TZVPD.

Geometry (Å):
C  2.1835  -2.4543  0.4877
O  2.3957  -1.8796  1.5172
H  1.8207  -3.4945  0.4873
H  2.3957  -2.0060  -0.4945
C  -0.5848  1.7536  0.0265
C  -1.5595  0.6968  -0.5334
H  0.2524  1.8944  -0.6559
H  -1.1497  2.6752  0.1244
H  -0.1430  1.4713  0.9778
H  -1.3910  -0.3019  -0.1357
H  -1.6438  0.7370  -1.6140
H  -2.5763  0.9081  -0.1873

max |F|	1.09	eV Å⁻¹
net charge	0
energy	-194.29594	a.u.


No. 14
Here is a single C3H8O molecule from the Open Molecules 2025 dataset. Energies are from ωB97M-V/def2-TZVPD.

Geometry (Å):
C  0.3313  -1.3903  0.7878
C  0.5670  -0.4274  -0.3733
O  -0.6401  0.1761  -0.7993
C  -0.7886  1.5238  -0.4404
H  1.1105  -2.1599  0.8207
H  0.3163  -0.8798  1.7565
H  -0.6331  -1.8874  0.6471
H  0.9693  -0.9729  -1.2354
H  1.3076  0.3394  -0.0999
H  -0.7595  1.6763  0.6496
H  -0.0148  2.1572  -0.9020
H  -1.7658  1.8449  -0.8115

max |F|	0.33	eV Å⁻¹
net charge	0
energy	-194.31150	a.u.


No. 15
Here is 4 unconnected molecules or ions with the total composition C3H8O from the Open Molecules 2025 dataset. Energies are from ωB97M-V/def2-TZVPD.

Geometry (Å):
C  1.1401  -0.7683  0.5167
C  0.2290  -1.3307  -0.3428
O  -1.2867  0.0991  -0.8357
C  -1.1648  1.2477  -0.3470
H  2.1133  -0.4559  0.1428
H  0.5946  0.5959  0.6362
H  1.0932  -0.9999  1.5792
H  -0.5895  -1.9368  0.0238
H  0.4214  -1.3813  -1.4072
H  0.0496  1.2888  0.5112
H  -0.7939  2.0795  -0.9738
H  -1.8064  1.5620  0.4966

max |F|	0.30	eV Å⁻¹
net charge	0
energy	-194.18479	a.u.


No. 16
Here is a single C3H8O2 molecule from the Open Molecules 2025 dataset. Energies are from ωB97M-V/def2-TZVPD.

Geometry (Å):
C  1.3322  -0.8683  -0.3741
C  0.5987  0.1153  0.4589
O  0.5609  1.3859  -0.0808
C  -0.8390  -0.3972  0.6550
O  -1.5181  -0.0638  -0.5754
H  1.5742  -1.8463  0.1715
H  0.7304  -1.1828  -1.2839
H  2.3186  -0.4642  -0.6288
H  1.1239  0.2948  1.4391
H  -0.0596  1.3022  -0.8229
H  -0.8595  -1.4980  0.9138
H  -1.2913  0.1356  1.5292
H  -2.4314  -0.4168  -0.5073

max |F|	2.61	eV Å⁻¹
net charge	0
energy	-269.55820	a.u.


No. 17
Here is 2 unconnected molecules or ions with the total composition C3H8O2 from the Open Molecules 2025 dataset. Energies are from ωB97M-V/def2-TZVPD.

Geometry (Å):
C  -1.2166  0.2311  0.4537
C  -0.2136  0.1126  -0.4213
C  -0.2103  0.6443  -1.8236
O  0.8221  -0.7428  -0.1410
H  -1.8048  1.1373  0.3913
H  -1.4098  -0.4625  1.2600
H  -1.0081  1.3803  -1.8940
H  0.7498  1.1441  -1.9838
H  -0.3684  -0.1598  -2.5354
H  1.5342  -0.7966  -0.7941
O  1.0830  -1.0808  2.7781
H  0.3157  -0.9553  2.2546
H  1.7268  -0.4518  2.4555

max |F|	1.66	eV Å⁻¹
net charge	0
energy	-269.54266	a.u.


No. 18
Here is 2 unconnected molecules or ions with the total composition C3H8O2 from the Open Molecules 2025 dataset. Energies are from ωB97M-V/def2-TZVPD.

Geometry (Å):
C  0.1039  -1.8578  0.7626
C  -0.1354  -0.6091  0.3441
C  0.7695  0.5191  0.7157
O  -1.0912  -0.2947  -0.5524
H  0.7488  -1.9918  1.6243
H  -0.3914  -2.7950  0.5716
H  1.5642  0.6128  -0.0264
H  0.3832  1.5277  0.8364
H  1.1960  0.3045  1.6975
H  -1.6029  -0.9929  -1.0076
O  -0.3494  2.2187  -1.7192
H  -0.8247  1.8836  -0.9480
H  -0.3707  1.4748  -2.2988

max |F|	1.82	eV Å⁻¹
net charge	0
energy	-269.54582	a.u.


No. 19
Here is 2 unconnected molecules or ions with the total composition C3H8O2 from the Open Molecules 2025 dataset. Energies are from ωB97M-V/def2-TZVPD.

Geometry (Å):
C  2.5671  0.6380  -0.0478
C  1.5255  -0.3691  0.5067
O  0.5086  -0.6944  -0.0967
H  3.6098  0.4003  0.1778
H  2.2645  1.7099  0.2961
H  2.3515  0.7959  -1.1533
H  1.6934  -0.7309  1.5364
C  -2.3084  0.0317  0.4878
O  -2.0643  0.1165  -0.9136
H  -1.2939  0.0047  0.9402
H  -2.6823  0.9869  0.9586
H  -3.0238  -0.7642  0.6165
H  -1.1786  0.4171  -0.9696

max |F|	2.78	eV Å⁻¹
net charge	0
energy	-269.52376	a.u.


No. 20
Here is 2 unconnected molecules or ions with the total composition C3H8O2 from the Open Molecules 2025 dataset. Energies are from ωB97M-V/def2-TZVPD.

Geometry (Å):
O  -1.5521  2.0912  1.1924
C  -0.9048  1.1468  1.6708
O  0.4277  1.0837  1.9176
H  -1.2866  0.0876  1.9295
H  0.7913  1.7809  1.3390
C  0.7183  -0.3834  -1.6456
C  -0.1674  -1.0281  -0.4007
H  0.5590  0.6710  -1.8855
H  0.5658  -1.0807  -2.6076
H  1.8175  -0.6335  -1.3400
H  0.5307  -1.3821  0.5434
H  -0.9521  -0.3995  -0.0088
H  -0.5473  -1.9539  -0.7046

max |F|	3.95	eV Å⁻¹
net charge	0
energy	-269.53354	a.u.